(1)
Here is an isolated ion of composition C32H48BrFNO and charge +1 in a non-equilibrium geometry from OMol25. Energies are from ωB97M-V with the def2-TZVPD basis set.

```
! wB97M-V def2-TZVPD RIJCOSX def2/J DEFGRID3
* xyz 1 1
C 0.056 -2.586 4.842
C -0.049 -3.607 4.000
C -0.593 -4.723 2.946
C -1.559 -4.026 1.821
C -1.359 -4.436 0.274
C -2.262 -3.785 -0.861
F -2.074 -4.204 -2.223
C -3.353 -2.712 -0.479
C -4.333 -1.992 -1.507
C -5.444 -0.943 -1.034
C -6.385 -0.340 -2.185
C -5.865 1.030 -2.864
C -4.344 1.446 -2.523
C -4.376 2.516 -1.308
C -2.857 3.103 -1.067
C -2.430 3.100 0.490
C -0.804 3.162 0.653
C -0.371 3.287 2.207
C 0.379 1.978 2.790
C 1.650 1.482 1.917
C 3.062 1.543 2.735
C 4.267 1.310 1.647
C 4.605 -0.264 1.433
C 5.811 -0.331 0.331
C 5.718 -1.775 -0.394
C 4.993 -1.738 -1.857
C 5.709 -0.664 -2.830
C 4.747 0.516 -3.377
C 3.637 1.041 -2.325
C 2.162 0.581 -2.825
N -5.523 -0.663 0.402
Br -6.855 0.539 1.022
C -4.676 -1.256 1.441
C -3.541 -2.321 1.054
C -2.660 -2.984 2.231
O -2.956 -2.569 3.583
H 0.344 -1.672 5.479
H 0.358 -5.056 2.358
H -1.111 -5.601 3.473
H -0.552 -5.238 0.046
H -4.249 -2.222 -2.626
H -6.486 -1.145 -3.019
H -7.431 -0.165 -1.738
H -5.949 0.897 -4.019
H -6.564 1.893 -2.566
H -3.951 2.037 -3.452
H -3.612 0.573 -2.378
H -4.868 2.136 -0.342
H -4.981 3.432 -1.709
H -2.164 2.472 -1.743
H -2.756 4.199 -1.457
H -2.906 4.014 1.027
H -2.761 2.089 0.933
H -0.267 2.297 0.109
H -0.442 4.140 0.132
H 0.361 4.178 2.324
H -1.282 3.504 2.895
H -0.365 1.108 3.015
H 0.800 2.280 3.839
H 1.523 0.383 1.580
H 1.784 2.160 0.995
H 3.126 0.736 3.564
H 3.225 2.594 3.177
H 3.894 1.757 0.646
H 5.190 1.917 1.969
H 3.680 -0.884 1.122
H 4.949 -0.658 2.478
H 6.818 -0.239 0.906
H 5.738 0.574 -0.373
H 6.804 -2.194 -0.465
H 5.060 -2.471 0.272
H 3.849 -1.648 -1.787
H 5.201 -2.789 -2.324
H 6.665 -0.196 -2.357
H 6.088 -1.240 -3.772
H 4.278 0.237 -4.406
H 5.443 1.427 -3.601
H 3.768 0.661 -1.248
H 3.643 2.204 -2.301
H 1.977 0.829 -3.950
H 1.305 1.058 -2.217
H 2.083 -0.563 -2.662
H -4.762 -1.014 2.567
H -2.584 -1.653 3.639
*
```

Output
Gap between HOMO and LUMO   6.49 eV
SMILES   C#CCc1cc(F)c2cc(CCCCCCCCCCCCCCCCCCCC)[n+](Br)cc2c1O

Atom charges from the Mulliken analysis, given in e for atoms 1 to 4: atom 1 (C): -0.298, atom 2 (C): -0.229, atom 3 (C): -0.494, atom 4 (C): 0.297

(2)
Here is C3H2NO5S as an isolated structure in a non-equilibrium geometry from OMol25. Energies are from ωB97M-V with the def2-TZVPD basis set.

```
! wB97M-V def2-TZVPD RIJCOSX def2/J DEFGRID3
* xyz -1 1
C -0.662 0.630 1.582
C 0.101 -1.660 0.511
C -0.682 1.611 0.762
N 0.270 -0.474 0.244
O -0.402 -0.480 -2.410
O -1.030 -0.013 2.483
O -0.156 -2.731 0.930
O 1.473 0.885 -1.671
O 1.645 -1.502 -1.709
S 0.762 -0.379 -1.588
H -1.087 2.508 1.092
H -0.232 1.604 -0.226
*
```

Output
Gap between HOMO and LUMO   8.90 eV

Atom charges from the Mulliken analysis, given in e for atoms 1 to 4: atom 1 (C): 0.862, atom 2 (C): 0.729, atom 3 (C): -1.007, atom 4 (N): -0.401

(3)
Here is a 6-piece molecular cluster, C20H30FO15 overall in a non-equilibrium geometry from OMol25. Energies are from ωB97M-V with the def2-TZVPD basis set.

```
! wB97M-V def2-TZVPD RIJCOSX def2/J DEFGRID3
* xyz -1 1
F -0.182 0.002 -0.002
C 1.173 2.326 3.120
C 1.268 0.817 2.847
C 2.701 0.480 2.631
O 3.098 -0.288 3.766
C 2.151 -0.415 4.583
O 2.309 -0.972 5.658
O 1.028 0.233 4.182
H 0.175 2.732 3.248
H 1.512 2.611 2.110
H 1.952 2.578 3.774
H 0.545 0.470 2.132
H 3.317 1.200 2.119
H 2.752 -0.396 1.892
C -2.229 2.624 0.971
C -2.538 2.202 -0.447
C -3.432 0.833 -0.609
O -4.459 1.292 -1.447
C -4.507 2.717 -1.482
O -5.307 3.313 -2.079
O -3.374 3.118 -0.963
H -1.784 1.862 1.618
H -3.189 3.189 1.627
H -1.329 3.275 0.884
H -1.586 2.371 -1.004
H -3.712 0.438 0.216
H -2.924 0.161 -1.203
C -2.002 -2.506 -2.231
C -1.762 -1.453 -3.439
C -0.305 -0.837 -3.307
O 0.325 -1.280 -4.560
C -0.555 -1.905 -5.282
O -0.301 -2.179 -6.416
O -1.634 -2.175 -4.617
H -3.095 -2.917 -2.467
H -1.839 -2.093 -1.187
H -1.605 -3.571 -2.331
H -2.707 -0.993 -3.360
H 0.185 -1.073 -2.408
H -0.388 0.352 -3.496
C -2.971 -1.929 1.940
C -1.628 -2.724 1.650
C -0.856 -2.918 2.921
O -0.803 -4.370 3.094
C -1.344 -4.920 2.060
O -1.307 -6.160 1.738
O -1.921 -3.968 1.205
H -3.261 -2.212 0.886
H -2.798 -0.876 2.203
H -3.614 -2.526 2.562
H -0.900 -2.375 0.760
H -1.153 -2.338 3.774
H 0.289 -2.540 2.783
C 2.873 1.001 -1.914
C 4.299 1.247 -1.657
C 4.896 2.413 -2.416
O 5.537 3.163 -1.397
C 5.130 2.679 -0.171
O 5.400 3.203 0.850
O 4.417 1.575 -0.225
H 2.552 0.462 -2.847
H 2.155 1.834 -1.718
H 2.308 0.494 -1.209
H 5.101 0.512 -1.733
H 4.148 2.893 -3.062
H 5.701 2.233 -3.118
*
```

Output
Gap between HOMO and LUMO   8.98 eV

Atom charges from the Mulliken analysis, given in e for atoms 1 to 4: atom 1 (F): -0.845, atom 2 (C): -1.363, atom 3 (C): 1.045, atom 4 (C): -0.303

Energy (eV)
-110236.49219, -25706.45373, -54653.17755
Energy relative to the best compared isomer or geometry (same formula, charge and spin) (kJ/mol)
1390.91, 143.49, 788.45
Lowest unoccupied orbital energy (eV)
-5.1, 3.7, 2.2